The following is a DFT calculation (ωB97M-V/def2-TZVPD) of a cluster of 15 separate species, C76H195N13O24 in total in a non-equilibrium geometry.

Each line ends with the Mulliken charge.
Positions of all 308 atoms, in Å:
C  -3.783  1.718  -0.082  -1.1808
C  -3.743  1.672  1.481  0.5197
C  -3.709  0.222  2.058  -0.6982
O  -2.597  2.243  2.001  0.6472
H  -2.839  1.337  -0.474  -0.1701
H  -3.920  2.747  -0.413  0.2272
H  -4.648  1.157  -0.436  0.5948
H  -4.595  2.243  1.849  0.3501
H  -2.764  -0.263  1.814  -0.2293
H  -4.535  -0.359  1.647  0.4808
H  -3.793  0.192  3.145  0.0605
H  -1.819  1.783  1.678  -0.5545
C  0.009  -0.878  -0.041  -0.9632
C  0.727  0.397  0.418  1.2479
C  0.900  1.502  -0.574  0.8621
O  -0.028  0.918  1.457  1.1564
H  -1.075  -0.757  -0.044  -0.2149
H  0.277  -1.802  0.471  0.1806
H  0.241  -0.966  -1.102  0.0286
H  1.726  0.237  0.823  -0.1340
H  1.615  1.244  -1.355  0.1568
H  1.225  2.416  -0.076  -0.7042
H  -0.075  1.576  -1.055  -0.6077
H  0.178  0.319  2.178  -1.2034
C  6.203  8.149  -2.928  -0.9316
O  6.474  6.717  -2.796  -0.4477
C  6.378  6.005  -4.066  -0.5704
C  4.856  5.765  -4.338  -1.1395
N  4.151  5.043  -3.278  0.4239
C  4.515  3.667  -3.236  -1.4297
C  4.132  3.049  -1.897  1.1015
O  4.556  3.762  -0.720  -0.0675
C  4.037  3.319  0.513  0.0832
H  7.091  8.461  -3.478  0.4293
H  6.184  8.606  -1.939  0.2738
H  5.285  8.464  -3.426  0.2855
H  6.971  5.091  -4.035  0.3023
H  6.868  6.643  -4.802  0.4825
H  4.833  5.191  -5.264  0.4437
H  4.410  6.735  -4.556  0.4657
H  4.326  5.356  -2.333  -0.1327
H  5.572  3.538  -3.467  0.3366
H  4.100  3.104  -4.072  0.2832
H  4.504  2.027  -1.970  -0.3575
H  3.047  2.968  -1.830  -0.1618
H  3.919  2.239  0.589  -0.4239
H  3.002  3.649  0.600  -0.1035
H  4.633  3.581  1.388  0.3928
C  6.599  0.588  -5.585  -0.4082
O  6.067  -0.344  -4.671  -0.4691
C  4.627  -0.304  -4.610  0.7466
C  4.327  -1.172  -3.332  -1.0416
N  4.500  -0.514  -2.029  0.4551
C  4.299  -1.411  -0.890  -1.1298
C  4.907  -0.787  0.376  1.0164
O  6.327  -0.540  0.156  -0.4823
C  7.089  -0.272  1.386  -0.5375
H  6.230  0.495  -6.607  0.2978
H  7.682  0.590  -5.707  0.2972
H  6.372  1.561  -5.150  -0.0716
H  4.162  -0.735  -5.497  0.2497
H  4.230  0.706  -4.503  -0.5511
H  4.951  -2.065  -3.309  0.4425
H  3.303  -1.544  -3.367  0.0424
H  5.425  -0.110  -2.041  0.3482
H  4.783  -2.360  -1.120  0.6101
H  3.243  -1.666  -0.796  0.0914
H  4.890  -1.431  1.255  -0.0365
H  4.355  0.111  0.656  -0.5690
H  6.891  -0.997  2.175  0.1080
H  6.902  0.745  1.732  0.2013
H  8.142  -0.444  1.164  0.3296
C  -8.114  2.696  8.833  -0.7462
O  -7.375  2.882  7.600  -0.3133
C  -6.520  1.756  7.376  -0.6502
C  -5.756  1.871  6.018  -0.4284
N  -4.897  3.090  6.048  -0.3775
C  -4.213  3.174  4.762  0.0582
C  -3.639  4.534  4.483  -0.1198
O  -4.648  5.561  4.669  -0.4772
C  -5.286  6.063  3.497  -0.7501
H  -8.507  1.681  8.900  0.2874
H  -8.976  3.353  8.950  0.2542
H  -7.505  2.887  9.716  0.3029
H  -7.252  0.953  7.289  0.4098
H  -5.898  1.573  8.252  0.3692
H  -6.441  1.942  5.173  0.3664
H  -5.159  0.966  5.905  0.2005
H  -5.468  3.917  6.144  0.3709
H  -4.850  2.919  3.915  0.1165
H  -3.407  2.447  4.673  -0.0252
H  -3.095  4.645  3.545  0.0973
H  -2.905  4.758  5.257  0.2802
H  -6.008  5.405  3.014  0.2915
H  -4.736  6.514  2.671  0.2784
H  -5.857  6.857  3.978  0.3165
C  -1.823  -12.073  -2.319  -0.8800
O  -2.561  -10.911  -2.523  -0.1741
C  -3.873  -10.912  -2.076  -0.8490
C  -4.698  -9.656  -2.079  -0.5210
N  -4.318  -8.733  -1.024  -0.1858
C  -5.042  -7.461  -1.080  -0.5825
C  -4.679  -6.563  0.115  -0.7360
O  -3.452  -5.864  -0.184  0.2510
C  -2.889  -5.346  1.007  -0.9997
H  -2.163  -12.871  -2.980  0.3591
H  -1.814  -12.471  -1.304  0.3717
H  -0.764  -11.949  -2.542  0.2356
H  -3.935  -11.365  -1.086  0.3764
H  -4.402  -11.645  -2.684  0.4324
H  -5.775  -9.762  -1.948  0.3909
H  -4.600  -9.200  -3.064  0.3489
H  -3.327  -8.538  -1.021  0.0050
H  -6.108  -7.661  -0.977  0.1129
H  -4.783  -6.946  -2.005  0.4436
H  -4.447  -7.152  1.002  0.4262
H  -5.424  -5.783  0.268  0.3547
H  -2.495  -6.059  1.731  0.4459
H  -3.484  -4.707  1.659  -0.0031
H  -2.015  -4.786  0.673  0.3879
C  0.269  -8.931  -3.001  -0.6836
O  0.211  -7.557  -3.071  -0.2422
C  -1.076  -6.960  -3.048  -0.0285
C  -0.856  -5.456  -2.972  -0.4986
N  -2.178  -4.871  -2.551  -0.1989
C  -2.167  -3.480  -2.091  -0.1874
C  -1.779  -2.520  -3.201  -0.0457
O  -1.703  -1.208  -2.581  -0.0484
C  -1.163  -0.166  -3.377  -0.1235
H  1.316  -9.231  -2.992  0.3304
H  -0.186  -9.417  -3.864  0.3502
H  -0.182  -9.334  -2.095  0.0596
H  -1.559  -7.371  -2.161  -0.1370
H  -1.602  -7.227  -3.964  0.3653
H  -0.542  -4.982  -3.902  0.3612
H  -0.120  -5.222  -2.202  0.1625
H  -2.490  -5.494  -1.820  0.3112
H  -1.575  -3.384  -1.181  -0.4252
H  -3.085  -3.144  -1.609  0.5154
H  -2.546  -2.430  -3.970  0.2408
H  -0.801  -2.773  -3.610  -0.2675
H  -1.443  -0.165  -4.430  0.4814
H  -0.073  -0.168  -3.383  -0.0836
H  -1.620  0.775  -3.073  -0.2384
C  1.817  11.550  -3.371  -0.7413
O  2.266  11.221  -2.044  -0.3648
C  1.493  10.342  -1.298  -0.3906
C  1.580  8.971  -1.961  -0.5103
N  0.888  8.055  -1.057  -0.0206
C  0.974  6.721  -1.606  -0.5062
C  0.273  5.706  -0.690  0.0195
O  -1.141  5.610  -0.923  -0.4896
C  -1.838  4.872  0.118  -0.6970
H  0.785  11.901  -3.363  0.3194
H  1.749  10.678  -4.021  0.2858
H  2.363  12.378  -3.823  0.2801
H  0.445  10.644  -1.297  0.3316
H  1.851  10.379  -0.269  0.2009
H  2.610  8.617  -1.995  0.2064
H  1.209  8.959  -2.986  0.4145
H  -0.090  8.247  -0.894  0.2762
H  1.975  6.305  -1.719  -0.2769
H  0.523  6.682  -2.598  0.6753
H  0.461  5.921  0.361  0.5815
H  0.705  4.713  -0.820  -0.4659
H  -1.395  3.892  0.294  0.1791
H  -2.825  4.697  -0.311  0.1107
H  -1.987  5.379  1.071  0.5258
C  -8.432  -8.297  0.641  -0.9467
O  -7.392  -8.220  1.588  -0.1791
C  -7.696  -8.826  2.848  -0.6403
C  -6.587  -8.403  3.841  -0.8367
N  -6.576  -6.919  3.857  -0.3699
C  -5.395  -6.432  4.532  -0.6836
C  -5.485  -4.912  4.547  -0.7139
O  -5.292  -4.380  3.245  -0.0501
C  -5.556  -2.994  3.167  -0.9244
H  -8.511  -9.306  0.236  0.3724
H  -8.178  -7.665  -0.211  0.2442
H  -9.408  -7.907  0.931  0.3537
H  -7.720  -9.910  2.733  0.3846
H  -8.672  -8.487  3.193  0.4345
H  -5.657  -8.917  3.599  0.3450
H  -6.781  -8.670  4.880  0.4497
H  -6.594  -6.682  2.875  0.2886
H  -4.460  -6.702  4.041  0.2669
H  -5.387  -6.820  5.551  0.4919
H  -4.717  -4.508  5.207  0.4602
H  -6.398  -4.534  5.008  0.4197
H  -5.069  -2.457  3.982  0.4281
H  -6.586  -2.662  3.040  0.4047
H  -4.982  -2.721  2.282  0.1311
C  -5.336  4.425  -2.765  -0.9809
O  -3.937  4.205  -2.619  -0.0575
C  -3.231  3.725  -3.734  -0.9879
C  -1.758  3.793  -3.357  0.5729
N  -0.943  3.090  -4.390  -0.1027
C  0.487  2.992  -4.153  -0.1888
C  1.149  2.233  -5.323  0.5521
O  1.126  2.913  -6.549  -0.5451
C  1.661  2.181  -7.574  -0.6136
H  -5.732  4.877  -1.855  0.2197
H  -5.699  3.401  -2.855  0.3771
H  -5.548  4.967  -3.686  0.3099
H  -3.380  4.289  -4.655  0.4394
H  -3.618  2.721  -3.907  0.3645
H  -1.565  3.346  -2.382  -0.6592
H  -1.458  4.835  -3.239  0.3862
H  -1.057  3.489  -5.311  0.4077
H  0.639  2.449  -3.220  -0.4627
H  1.010  3.932  -3.979  0.7736
H  0.524  1.351  -5.463  -0.1175
H  2.146  1.913  -5.017  -0.3700
H  1.026  1.310  -7.737  0.2657
H  2.670  1.846  -7.336  0.1848
H  1.801  2.645  -8.551  0.3445
C  -1.784  -3.727  3.962  -0.3299
O  -0.651  -2.860  3.764  -0.2162
C  -0.887  -1.598  4.427  -0.1448
C  0.432  -0.874  4.841  -1.1185
N  1.247  -0.603  3.638  0.7448
C  2.435  0.252  3.792  0.2187
C  3.539  -0.399  4.478  -0.9599
O  4.013  -1.440  3.607  0.0433
C  5.102  -2.220  4.031  -1.1566
H  -1.519  -4.575  3.331  -0.2178
H  -2.718  -3.352  3.543  0.1461
H  -1.907  -4.068  4.989  0.3884
H  -1.555  -1.726  5.279  0.6124
H  -1.529  -0.986  3.793  -0.2789
H  0.860  -1.433  5.673  0.2842
H  0.207  0.064  5.349  0.5340
H  1.475  -1.479  3.191  -0.1990
H  2.058  1.083  4.389  0.4903
H  2.719  0.522  2.775  -0.5707
H  3.133  -0.842  5.387  0.3400
H  4.235  0.389  4.764  0.4844
H  5.228  -3.038  3.322  0.2989
H  5.039  -2.733  4.991  0.3427
H  5.989  -1.596  4.147  0.3744
C  7.356  7.349  1.268  -1.5615
C  6.250  6.329  0.920  0.1907
C  4.797  6.919  0.635  0.4504
O  4.202  7.291  1.890  -0.5219
C  2.827  7.402  1.886  0.0110
N  6.730  5.617  -0.269  -0.6858
H  8.275  6.798  1.471  0.4075
H  7.076  7.959  2.127  0.3554
H  7.562  7.985  0.408  0.2328
H  6.157  5.516  1.640  0.2493
H  4.123  6.212  0.152  -0.4077
H  4.870  7.779  -0.031  0.3750
H  2.610  8.384  1.466  0.1528
H  2.476  7.434  2.918  0.1191
H  2.251  6.610  1.410  -0.1167
H  6.691  6.202  -1.091  0.5126
H  6.092  4.864  -0.484  0.4301
C  2.727  6.161  5.743  -1.4110
C  3.220  5.002  4.848  -0.0645
C  2.132  4.283  3.926  1.4049
O  0.928  4.107  4.569  -0.4968
C  -0.145  3.464  3.888  0.4249
N  4.455  5.350  4.161  -0.4985
H  1.727  6.050  6.162  0.3289
H  2.529  7.059  5.158  0.2442
H  3.477  6.373  6.505  0.4183
H  3.494  4.175  5.504  0.3394
H  2.542  3.293  3.730  -0.3208
H  1.961  4.827  2.996  -0.6146
H  -0.387  4.144  3.071  0.0630
H  -0.972  3.357  4.590  -0.0034
H  0.063  2.473  3.486  -0.3474
H  5.079  5.857  4.774  0.2659
H  4.235  5.915  3.353  0.2991
C  0.272  -7.706  0.364  -0.9302
C  1.057  -7.784  1.654  0.5690
C  1.486  -6.397  2.130  -0.6556
O  2.206  -5.674  1.163  -0.4804
C  2.486  -4.357  1.520  -0.4853
N  0.386  -8.475  2.715  -0.7353
H  -0.492  -6.929  0.352  -0.2053
H  -0.399  -8.550  0.206  0.4523
H  0.982  -7.494  -0.435  0.3390
H  1.962  -8.368  1.481  0.3032
H  2.071  -6.474  3.046  0.4551
H  0.556  -5.898  2.403  0.0498
H  3.010  -4.325  2.475  0.3852
H  1.569  -3.772  1.450  0.1739
H  3.114  -3.878  0.769  0.1360
H  0.208  -9.447  2.510  0.2452
H  1.024  -8.479  3.498  0.2607
C  0.480  -1.407  -6.173  -0.2868
C  1.568  -2.181  -6.893  0.6074
C  2.058  -3.540  -6.186  -0.9118
O  2.448  -3.228  -4.827  0.0458
C  2.492  -4.388  -3.995  -0.7376
N  1.053  -2.391  -8.212  -0.7082
H  0.955  -0.928  -5.317  -0.4304
H  -0.350  -2.080  -5.957  0.4249
H  0.147  -0.556  -6.767  0.4764
H  2.451  -1.543  -6.857  -0.4884
H  2.927  -3.970  -6.683  0.3443
H  1.255  -4.277  -6.199  0.4113
H  3.322  -5.045  -4.255  0.4236
H  1.622  -5.032  -4.117  0.1956
H  2.455  -4.172  -2.927  0.1587
H  0.280  -3.008  -8.006  0.3569
H  1.645  -3.028  -8.726  0.2962

Calculated values
**Frontier orbital gap**: 8.6 eV
**HOMO**: -0.2974 hartree